Record 1
Computed, not measured: 3 unconnected molecules or ions with the total composition C11H32N2O9P3S, with the ωB97M-V functional and the def2-TZVPD basis.

Cartesian coordinates (Å):
S -4.430 3.566 -4.877
P -4.290 0.916 -2.561
P -1.993 -2.025 0.850
P 5.243 -1.929 2.141
O 5.390 -2.206 3.733
O -1.475 -2.806 -0.446
O 3.793 -1.241 2.183
O -2.510 -2.571 2.243
O 6.623 -1.198 1.887
O 5.146 -3.204 1.439
O -5.625 1.352 -3.023
O -0.522 -1.548 1.351
O -2.759 -0.849 0.415
N -0.229 1.523 -3.376
N -3.768 3.474 -1.514
C 0.516 -2.525 1.488
C -3.069 4.083 -3.767
C -3.690 4.669 -2.474
C 3.647 0.187 1.987
C 5.154 -1.156 4.665
C 7.809 -1.967 2.170
C -3.124 2.275 -2.130
C -1.375 2.109 -4.102
C -1.449 -4.260 -0.532
C -2.229 2.953 -3.179
C -2.581 -1.627 3.326
H 7.910 -2.770 1.445
H 2.872 0.351 1.241
H -3.141 3.720 -0.745
H 4.152 -1.257 5.085
H 8.645 -1.279 2.074
H -5.474 3.687 -4.056
H -2.819 -2.205 4.214
H -0.987 2.699 -4.929
H -0.277 0.513 -3.384
H -3.372 -0.905 3.138
H 1.099 -2.293 2.376
H -2.390 1.767 -1.497
H -1.518 3.496 -2.530
H -1.910 -4.552 -1.472
H -4.655 3.324 -1.029
H -3.652 0.067 -3.478
H -4.698 5.049 -2.560
H -0.223 1.786 -2.399
H 4.569 0.655 1.641
H 5.885 -1.240 5.466
H 0.113 -3.535 1.593
H 1.170 -2.487 0.618
H 3.345 0.650 2.925
H 7.783 -2.366 3.180
H -1.993 -4.731 0.285
H -4.392 0.228 -1.343
H -1.628 -1.124 3.467
H -0.416 -4.597 -0.517
H -2.526 4.851 -4.305
H -1.957 1.274 -4.491
H -2.970 5.399 -2.118
H 5.254 -0.167 4.210

The total energy comes out at -2647.087774 Ha. Its charge is +1. The LUMO energy comes out at -3.22 eV. Its multiplicity is 1.

Results of the Löwdin charge analysis, in e, for atoms 1 through 4: 0.83 0.76 0.41 0.39

Record 2
Computed, not measured: 5 unconnected molecules or ions with the total composition C11H32O7S5, with the ωB97M-V functional and the def2-TZVPD basis.

Cartesian coordinates (Å):
S -3.447 1.438 3.789
S -0.334 -0.690 -0.437
S 4.619 2.288 -0.659
S 1.078 -0.285 -4.981
S 0.356 -4.663 -1.988
O 0.386 -0.064 -1.567
O 4.793 1.148 -1.569
O -0.387 -4.492 -0.719
O -3.737 1.392 5.336
O 1.192 -0.263 -6.468
O -3.179 0.118 3.325
O -2.494 2.473 3.535
C 5.166 3.822 -1.449
C -0.368 -6.050 -2.817
C 2.876 2.703 -0.683
C -5.065 1.946 3.282
C -0.485 -1.060 -4.599
C -2.565 1.341 6.195
C -0.883 0.621 0.623
C -2.170 2.710 6.670
C 0.871 -1.432 0.638
C 0.595 1.374 -4.488
C 1.946 -5.390 -1.599
H 1.430 2.017 -4.752
H -1.328 0.143 1.494
H -1.857 3.330 5.833
H -0.069 1.327 0.786
H 2.271 1.882 -0.296
H -5.760 1.392 3.907
H -5.164 1.648 2.242
H -1.410 -5.759 -2.936
H 5.375 4.489 -0.607
H 0.360 1.362 -3.425
H 1.897 -1.284 0.306
H -0.377 -2.135 -4.732
H -1.735 0.901 5.645
H 2.593 2.805 -1.731
H -5.149 3.016 3.437
H -0.299 1.644 -5.052
H -2.966 3.190 7.235
H 1.821 -6.343 -1.086
H 0.685 -2.510 0.586
H 0.753 -1.165 1.688
H -0.297 -6.966 -2.232
H -1.266 -0.656 -5.241
H -1.646 1.186 0.087
H -2.863 0.720 7.034
H -1.307 2.576 7.327
H 6.118 3.618 -1.931
H -0.702 -0.885 -3.544
H 4.415 4.280 -2.085
H 2.674 3.566 -0.049
H 2.447 -4.671 -0.955
H 0.093 -6.175 -3.796
H 2.501 -5.528 -2.527

The calculation puts the energy relative to the best compared isomer or geometry (same formula, charge and spin) at 0.0 kcal per mole. The total energy comes out at -2955.773778 Ha. The LUMO energy comes out at 0.43 eV. Its multiplicity is 1.

Results of the Löwdin charge analysis, in e, for atoms 1 through 4: 0.55 0.82 0.79 0.80

Number 1: maximum force 0.0919 hartree/bohr, HOMO-LUMO gap 8.68 eV, molecular weight 461.371 u. Number 2: maximum force 0.0275 hartree/bohr, HOMO-LUMO gap 8.54 eV, molecular weight 436.705 u.